Entry from OMol25: a cluster of 3 separate species, C31H62BN7O5 in total in a non-equilibrium geometry (the ωB97M-V functional and the def2-TZVPD basis).

lowest unoccupied orbital energy (alpha / beta)	0.29 / -0.02	eV
spin multiplicity	3
calculated total energy	-2002.5604	Ha
expectation value of S²	2.008
orbital gap (alpha / beta)	8.95 / 8.94	eV
energy relative to the best compared isomer or geometry (same formula, charge and spin)	151.50	kJ/mol
net charge	0
max |F|	6.17	eV Å⁻¹

```
106
C31H62BN7O5 (the ωB97M-V functional and the def2-TZVPD basis)
C 4.984 1.620 2.233
C 3.517 1.473 1.763
O 2.773 1.178 2.939
C 3.294 0.257 0.742
N 2.052 -0.446 1.115
C 1.397 -1.109 -0.017
C -0.180 -0.977 0.002
O -0.669 -0.126 1.024
C -1.247 -0.772 2.122
C -1.094 0.220 3.265
N -0.983 0.950 4.093
C -0.520 -2.056 2.623
C -1.182 -3.398 2.245
N -0.183 -4.459 2.537
C -2.802 -0.950 1.996
C -3.223 -1.533 0.704
N -3.525 -2.069 -0.223
B -3.612 0.426 2.269
O -4.647 0.391 3.202
N -3.304 1.684 1.650
C -4.325 2.696 2.020
C -3.327 1.609 0.167
H 5.668 1.982 1.453
H 5.369 0.711 2.711
H 4.993 2.397 3.010
H 3.135 2.377 1.283
H 3.176 0.397 3.335
H 4.142 -0.435 0.920
H 3.340 0.566 -0.306
H 2.350 -1.197 1.724
H 1.616 -2.193 -0.078
H 1.764 -0.701 -0.965
H -0.677 -1.949 -0.062
H -0.427 -0.474 -0.944
H -0.530 -2.018 3.719
H 0.533 -2.104 2.337
H -1.493 -3.471 1.193
H -2.065 -3.599 2.863
H -0.551 -5.358 2.237
H 0.589 -4.265 1.901
H -3.099 -1.641 2.795
H -5.215 -0.377 3.061
H -5.336 2.383 1.719
H -4.284 2.947 3.082
H -4.143 3.635 1.480
H -2.360 1.247 -0.209
H -3.588 2.551 -0.319
H -4.072 0.867 -0.175
C 6.456 -3.139 -0.712
C 7.452 -2.466 0.262
C 8.864 -2.965 -0.055
C 9.087 -4.416 0.371
C 8.723 -4.621 1.841
C 7.332 -4.093 2.218
N 7.074 -2.726 1.682
O 7.704 -1.873 2.431
C 6.241 -5.061 1.717
C 7.196 -4.137 3.744
C 7.335 -0.977 -0.069
H 6.479 -2.644 -1.684
H 6.680 -4.184 -0.917
H 5.431 -3.068 -0.342
H 9.602 -2.333 0.449
H 9.059 -2.868 -1.126
H 8.508 -5.098 -0.258
H 10.135 -4.682 0.216
H 8.789 -5.684 2.084
H 9.482 -4.122 2.452
H 5.245 -4.641 1.877
H 6.286 -6.003 2.264
H 6.336 -5.326 0.667
H 7.995 -3.594 4.248
H 7.244 -5.167 4.097
H 6.241 -3.717 4.066
H 6.319 -0.617 0.103
H 7.578 -0.798 -1.117
H 8.016 -0.356 0.511
C -6.992 2.058 -4.660
C -7.298 2.750 -3.311
C -8.649 3.464 -3.417
C -8.590 4.713 -4.295
C -7.479 5.656 -3.836
C -6.114 4.976 -3.669
N -6.203 3.687 -2.925
O -6.331 3.958 -1.663
C -5.465 4.735 -5.047
C -5.165 5.962 -2.978
C -7.398 1.587 -2.319
H -7.548 1.123 -4.745
H -7.281 2.644 -5.530
H -5.932 1.808 -4.744
H -8.996 3.751 -2.419
H -9.399 2.777 -3.815
H -8.445 4.444 -5.345
H -9.549 5.234 -4.249
H -7.391 6.483 -4.545
H -7.784 6.103 -2.884
H -4.549 4.151 -4.949
H -5.196 5.684 -5.513
H -6.117 4.233 -5.759
H -5.563 6.329 -2.033
H -5.003 6.835 -3.612
H -4.193 5.504 -2.785
H -6.455 1.038 -2.270
H -8.176 0.891 -2.632
H -7.654 1.912 -1.311
```